1.
170
Properties=species:S:1:pos:R:3 method="wB97M-V/def2-TZVPD" orbital_gap_ev=8.89 homo_ha=-0.3270
C -4.90667 -4.91465 2.79194
S -5.18009 -3.25101 2.11303
O -5.61004 -2.38506 3.25008
C -3.39409 -2.97631 1.80774
H -4.64541 -5.64318 2.02876
H -5.82758 -5.21869 3.29705
H -4.23476 -4.87949 3.65343
H -2.97113 -3.24804 2.77709
H -3.15908 -1.98777 1.43050
H -3.02017 -3.76649 1.15191
C -5.48673 -4.27517 -1.32910
S -4.11393 -5.19644 -2.05110
O -4.70257 -6.51740 -2.42113
C -4.06348 -4.19563 -3.59824
H -6.38654 -4.37224 -1.93245
H -5.13027 -3.25458 -1.17855
H -5.66516 -4.74834 -0.36315
H -3.14323 -4.40698 -4.13919
H -4.12447 -3.12567 -3.38355
H -4.94508 -4.41093 -4.20341
C -2.03932 -2.54690 5.23269
S -1.14403 -4.10020 4.95148
O -2.16438 -5.19130 5.03237
C -0.87419 -3.89734 3.15904
H -1.39914 -1.68224 5.42801
H -2.64022 -2.57969 6.14445
H -2.73606 -2.33716 4.42113
H -0.82976 -4.85915 2.64494
H 0.09066 -3.44890 2.90718
H -1.64963 -3.31932 2.65264
C -5.38935 0.31379 1.09814
S -5.70201 -0.01521 -0.64146
O -4.54120 -0.87304 -1.11259
C -6.98462 -1.25799 -0.42530
H -4.92914 -0.57621 1.51997
H -6.30786 0.48720 1.66166
H -4.77100 1.20153 1.21698
H -7.89804 -0.82560 -0.02375
H -6.58045 -2.07681 0.17586
H -7.14688 -1.78934 -1.36395
C -3.15492 2.21557 -2.04466
S -4.31071 3.61965 -2.06335
O -3.43027 4.80639 -1.81396
C -4.81647 3.75239 -3.78167
H -2.98489 1.79125 -1.05702
H -2.17404 2.54690 -2.38771
H -3.50929 1.42194 -2.70563
H -5.41158 2.89175 -4.09276
H -3.92973 3.92606 -4.39444
H -5.46030 4.61238 -3.96822
C 3.91542 0.49358 -4.40223
Cl 4.18749 2.11797 -3.74368
Cl 2.18095 0.19662 -4.31455
Cl 4.39376 0.49004 -6.11818
Cl 4.85329 -0.70489 -3.52692
C 2.25980 -4.44211 0.31603
Cl 3.76595 -4.26213 -0.56786
Cl 0.85415 -4.10517 -0.71645
Cl 2.14010 -6.09231 0.92391
Cl 2.30854 -3.28592 1.67425
C 1.85848 -4.23758 -6.12696
Cl 0.76394 -4.27578 -7.52275
Cl 2.90853 -2.76958 -6.15619
Cl 0.99957 -4.19533 -4.60094
Cl 2.86864 -5.67644 -6.20465
C 0.91483 4.55155 -1.84000
Cl 0.99463 4.09983 -0.13106
Cl 0.72166 3.11468 -2.83605
Cl -0.36574 5.72115 -2.17565
Cl 2.47977 5.32171 -2.24296
C 1.68707 0.14759 7.84089
C 2.18555 -0.74125 6.70569
C 1.97162 -0.15982 5.29382
C 2.82448 1.07629 4.99005
C 4.31096 0.81301 4.89351
C 5.15650 2.04764 4.55352
H 2.31373 1.00839 8.07262
H 1.65150 -0.42566 8.77345
H 0.64116 0.43688 7.71572
H 3.25056 -0.97818 6.75116
H 1.64191 -1.68500 6.79149
H 0.92651 0.17231 5.25334
H 2.06299 -0.94208 4.53500
H 2.45924 1.46229 4.03051
H 2.54532 1.85227 5.71104
H 4.69202 0.45642 5.85313
H 4.42058 0.05600 4.11363
H 5.11227 2.83129 5.31097
H 6.21791 1.78213 4.53471
H 4.94507 2.43711 3.55735
C 5.38746 3.62748 -0.46565
C 4.17700 3.17830 0.39053
C 3.85727 1.70454 0.23133
C 4.82108 0.80118 1.01088
C 4.83890 -0.68468 0.59385
C 5.68442 -1.54836 1.52656
H 5.22463 4.66115 -0.77011
H 5.38258 3.04769 -1.39359
H 6.35649 3.45197 -0.00404
H 4.40842 3.34430 1.44893
H 3.33367 3.82141 0.14571
H 3.82967 1.42203 -0.82838
H 2.82304 1.52432 0.55143
H 5.82321 1.24127 1.02221
H 4.51273 0.81316 2.06192
H 3.79604 -0.98500 0.71837
H 5.16909 -0.70617 -0.44507
H 6.69977 -1.19211 1.68894
H 5.19393 -1.59985 2.50209
H 5.63371 -2.55329 1.10430
C -3.24932 -3.72409 -10.10573
C -2.16365 -2.64224 -10.18271
C -2.04985 -1.91206 -8.82720
C -1.25411 -0.60184 -8.77090
C -1.30048 -0.02478 -7.35895
C -0.30270 1.09978 -7.16916
H -4.14136 -3.30500 -9.63159
H -2.93909 -4.54250 -9.45425
H -3.53836 -4.08018 -11.09269
H -1.22310 -3.13010 -10.45411
H -2.37148 -1.94570 -10.99856
H -1.57736 -2.64432 -8.16757
H -3.07634 -1.76970 -8.47897
H -0.23765 -0.85403 -9.08685
H -1.61377 0.12898 -9.49982
H -2.29897 0.35238 -7.11726
H -1.12920 -0.83392 -6.64269
H -0.48852 1.94252 -7.83551
H -0.26019 1.40644 -6.11953
H 0.73299 0.79695 -7.35866
C 0.58846 0.24762 1.85610
C -0.15912 0.51895 0.54129
C -0.11164 -0.72663 -0.35467
C -0.95137 -0.55651 -1.62584
C -0.83617 -1.74070 -2.58025
C -1.11027 -1.37335 -4.06237
H -0.04852 -0.42245 2.43666
H 0.66887 1.16453 2.45094
H 1.61938 -0.10057 1.77648
H -1.21001 0.62655 0.82898
H 0.15964 1.41269 0.00810
H -0.44068 -1.55218 0.28164
H 0.93073 -0.91301 -0.63327
H -2.01536 -0.46633 -1.37240
H -0.74075 0.36204 -2.18310
H 0.19287 -2.10725 -2.60611
H -1.55970 -2.52808 -2.35221
H -2.00415 -0.77178 -4.20098
H -0.27636 -0.69783 -4.30483
H -1.04575 -2.21962 -4.74056
C 1.20437 6.57893 8.30361
C 1.46921 6.78950 6.81055
C 2.20104 5.58984 6.19015
C 2.90420 5.98638 4.89742
C 3.56069 4.78796 4.18067
C 2.54242 3.96150 3.41954
H 0.41351 7.26496 8.60795
H 2.09592 6.67588 8.92619
H 0.87826 5.55847 8.52474
H 0.50619 6.94046 6.31426
H 2.01890 7.71661 6.63688
H 1.52952 4.74244 6.05121
H 2.97604 5.30082 6.90784
H 2.21834 6.46820 4.18632
H 3.57010 6.83911 5.06650
H 4.38001 5.16417 3.56627
H 4.02391 4.13016 4.92354
H 1.93802 3.26234 4.00105
H 1.87572 4.56829 2.80353
H 3.08152 3.28816 2.74023



2.
164
Properties=species:S:1:pos:R:3 method="wB97M-V/def2-TZVPD" orbital_gap_ev=6.92 e_above_lowest_ev=5.141 homo_ha=-0.3601 total_charge=+1
C 0.83879 2.31277 4.74093
C 0.73584 0.70572 4.49525
C 0.18374 0.57055 2.96892
O 0.32365 -0.80359 2.56230
C 0.16549 -1.02146 1.15789
C 0.73558 -2.54289 0.91271
C 1.47569 -3.13873 2.23945
C 2.16995 -4.57991 1.97327
C 1.93450 -5.49983 3.28405
C 1.73467 -5.28601 0.60158
C -1.36792 -0.99515 0.64421
C -2.43208 -1.35900 1.82097
C -3.83536 -1.83945 1.17682
C -4.07088 -3.43267 1.35047
O -3.61481 -4.29785 0.56552
O -4.87294 -3.89451 2.44471
N -1.75212 0.21603 -0.15449
C -1.93792 1.49790 0.60672
C -2.96660 2.41198 -0.28000
C -2.40043 3.91819 -0.45132
C -3.23515 4.92053 0.48735
N -2.83446 4.93263 1.93043
C -3.08414 3.98094 2.99132
C -2.50586 4.44310 4.36611
C -1.84698 5.84278 4.07668
C -2.09979 6.04303 2.56992
C -0.84519 0.47569 -1.34106
Br -1.79568 -0.03231 -3.00518
C 0.61082 -0.26402 -1.16786
P 1.76332 0.59372 -2.39852
S 3.13359 -0.63807 -3.10830
N 0.95867 -0.12266 0.26619
C 2.41886 -0.12427 0.54836
C 3.06509 1.37553 0.69393
C 4.45199 1.41658 -0.16863
Br 3.66075 1.64892 2.60604
H -0.23749 2.70911 4.83827
H 1.51330 2.58642 5.61670
H 1.27036 2.84603 3.80857
H 0.05523 0.20131 5.25732
H 1.79279 0.24935 4.48259
H 0.76885 1.34058 2.36896
H -0.94204 0.82064 3.05153
H -0.12776 -3.29486 0.73213
H 1.40620 -2.61854 -0.00631
H 2.28987 -2.45383 2.64391
H 0.68480 -3.31728 3.05881
H 3.31687 -4.42321 1.91074
H 0.82147 -5.49773 3.58416
H 2.49698 -4.98036 4.15284
H 2.36243 -6.56705 3.16629
H 1.96486 -4.66694 -0.32984
H 0.58656 -5.40715 0.64071
H 2.18238 -6.34517 0.48846
H -1.46767 -1.88235 -0.09684
H -2.53196 -0.53966 2.60434
H -1.98512 -2.29657 2.32852
H -4.70689 -1.34606 1.73416
H -3.91127 -1.64570 0.04339
H -4.48961 -4.74192 2.78981
H -2.68288 -0.00581 -0.57845
H -2.42665 1.40119 1.62906
H -0.94948 2.07581 0.76257
H -3.21456 1.94811 -1.29177
H -3.94390 2.50757 0.31957
H -1.28057 4.02009 -0.25427
H -2.66013 4.21971 -1.53895
H -3.09024 5.98953 0.07775
H -4.36991 4.65501 0.46224
H -3.64828 2.99786 2.91882
H -2.58689 3.89707 5.36948
H -1.34479 6.51039 4.85537
H -1.71943 7.01373 2.11069
H -0.58453 1.59807 -1.42903
H 0.45147 -1.33478 -1.53824
H 2.33851 1.81971 -1.93690
H 0.94235 0.92934 -3.54796
H 3.04957 -0.71539 -0.22352
H 2.67948 -0.62581 1.55799
H 2.35106 2.19120 0.33757
H 4.88306 0.37789 -0.36057
H 5.25275 1.97911 0.44778
H 4.34592 1.99681 -1.14352
C -0.27659 3.85829 7.87773
C -0.24851 5.23648 7.24877
O -1.39235 5.98108 7.64945
H -1.18272 3.32093 7.58469
H 0.59441 3.27422 7.57322
H -0.28798 3.92993 8.96921
H -0.25895 5.16113 6.15964
H 0.65081 5.78424 7.54794
H -1.37217 6.05187 8.61300
C -4.73567 1.86273 -5.84434
C -3.91532 2.96325 -5.20183
O -3.88516 2.79281 -3.78773
H -5.75688 1.86837 -5.45483
H -4.77130 1.98505 -6.92915
H -4.31218 0.87994 -5.61517
H -4.35310 3.94044 -5.41463
H -2.88772 2.95598 -5.57886
H -3.48856 1.93056 -3.60648
C 7.74453 0.40617 -4.20348
C 6.68917 0.22370 -3.13145
O 6.04357 1.46367 -2.86547
H 8.48711 1.14458 -3.88913
H 8.25284 -0.53756 -4.41508
H 7.29644 0.77843 -5.12765
H 7.14390 -0.12803 -2.20240
H 5.93539 -0.50522 -3.44431
H 5.63746 1.76204 -3.69037
C -2.98425 -4.69358 -3.11805
C -1.88718 -4.48071 -4.14241
O -2.04972 -3.21973 -4.78282
H -3.96714 -4.65094 -3.59434
H -2.87399 -5.66105 -2.62278
H -2.96325 -3.90563 -2.35836
H -1.92496 -5.25607 -4.90995
H -0.89999 -4.51056 -3.66997
H -2.00632 -2.53895 -4.09969
C 5.66440 -9.22274 2.43165
C 5.00304 -7.90634 2.07500
O 4.17920 -7.46281 3.14798
H 4.91087 -9.98352 2.65081
H 6.29571 -9.57693 1.61332
H 6.28007 -9.11563 3.32949
H 4.37231 -8.02282 1.19096
H 5.75260 -7.13660 1.86574
H 4.74621 -7.35341 3.92324
C -2.94212 9.83297 -1.55632
C -2.15072 8.90508 -0.65613
O -0.97435 9.56050 -0.20091
H -2.33857 10.14264 -2.41315
H -3.84867 9.34397 -1.92151
H -3.22543 10.74321 -1.02018
H -1.84783 8.00638 -1.19886
H -2.74158 8.59719 0.21347
H -1.24914 10.34881 0.28613
C 8.71363 -1.34411 -8.54757
C 7.65636 -1.52030 -7.47587
O 7.01119 -0.27935 -7.21265
H 9.45693 -0.60611 -8.23533
H 9.22060 -2.28941 -8.75510
H 8.26664 -0.97401 -9.47491
H 8.10966 -1.86904 -6.54561
H 6.90200 -2.24978 -7.78719
H 6.60500 0.01871 -8.03739
C -8.02686 3.96243 -1.16512
C -7.66914 4.50365 0.20496
O -6.48114 5.28519 0.13022
H -7.21199 3.34998 -1.56073
H -8.93442 3.35591 -1.12051
H -8.18491 4.77968 -1.87477
H -7.49095 3.68443 0.90495
H -8.47586 5.12732 0.60151
H -6.64888 6.01282 -0.48355
C -0.84315 -9.29638 -0.86108
C -0.38401 -8.91835 0.53319
O -0.43218 -7.50574 0.70073
H -0.21270 -8.81822 -1.61530
H -0.80555 -10.37879 -1.00458
H -1.86718 -8.95378 -1.03738
H 0.64569 -9.24278 0.69760
H -1.01851 -9.38461 1.29341
H -1.34770 -7.22682 0.56271



3.
162
Properties=species:S:1:pos:R:3 method="wB97M-V/def2-TZVPD" smiles=CC1(C)CCCC(C)(C)N1O.CC1(C)CCCC(C)(C)N1O.CC1(C)CCCC(C)(C)N1O.CC1(C)CCCC(C)(C)N1O.CCO.CCO.CO.CO.CO.CO orbital_gap_ev=8.18 e_above_lowest_ev=6.607 homo_ha=-0.2906
C 12.11975 9.01700 -9.91301
C 12.04773 10.56514 -9.63165
C 11.43296 11.23713 -10.86801
C 10.96956 10.67653 -8.51678
C 10.87839 12.05347 -7.76075
C 12.30805 12.27141 -7.16270
C 13.45684 12.26561 -8.22421
C 13.51419 13.56433 -9.00680
C 14.68498 12.14791 -7.27154
N 13.31015 11.12688 -9.16498
O 14.47976 10.88634 -10.01317
H 12.90302 8.94906 -10.66798
H 12.51673 8.55267 -9.01031
H 11.27063 8.62031 -10.46955
H 12.28864 11.31861 -11.53830
H 10.71008 10.58964 -11.36430
H 11.03980 12.24009 -10.70189
H 10.00396 10.64991 -9.02177
H 10.90638 9.86871 -7.78770
H 10.54164 12.94394 -8.29158
H 10.18360 11.95837 -6.92629
H 12.34106 11.51875 -6.37498
H 12.27969 13.23372 -6.65156
H 13.91211 14.48802 -8.58662
H 12.55622 13.65606 -9.51864
H 14.20944 13.49756 -9.84361
H 14.75182 12.79623 -6.39787
H 15.67824 12.15718 -7.72037
H 14.65753 11.14817 -6.83812
H 14.87569 10.18729 -9.48765
C 17.88128 23.97418 -3.40291
C 16.44350 24.44953 -3.51164
C 16.02920 25.36069 -2.29169
C 16.49691 25.43655 -4.75080
C 15.19054 25.81759 -5.38054
C 14.50891 24.48970 -5.76701
C 14.25757 23.50002 -4.59668
C 13.10717 24.05681 -3.71737
C 13.88561 22.19344 -5.27383
N 15.56572 23.33651 -3.83661
O 15.50995 22.40931 -2.90848
H 18.61203 24.77976 -3.47450
H 18.05650 23.44075 -2.46863
H 18.06996 23.16967 -4.11372
H 16.08633 24.70413 -1.42348
H 16.79318 26.11307 -2.09580
H 15.13969 25.97091 -2.44827
H 17.14057 26.31549 -4.71535
H 17.06695 24.80576 -5.43290
H 14.53966 26.38013 -4.71120
H 15.34725 26.41999 -6.27534
H 15.09147 24.00134 -6.54819
H 13.56735 24.62173 -6.30006
H 13.09200 25.13953 -3.59252
H 13.03889 23.62870 -2.71727
H 12.12304 23.78132 -4.09642
H 13.45631 21.51364 -4.53784
H 14.82293 21.72751 -5.57785
H 13.26675 22.21454 -6.17086
H 15.17807 22.91618 -2.16379
C 22.10170 20.49965 1.43214
C 22.26147 19.39111 2.52254
C 23.71450 18.94510 2.43096
C 21.90000 20.12022 3.84975
C 21.91794 19.26044 5.07577
C 20.90597 18.11332 4.88227
C 20.93954 17.41071 3.54373
C 21.88584 16.23689 3.56288
C 19.48545 16.77521 3.40858
N 21.23786 18.33883 2.39307
O 21.14916 17.78679 1.09562
H 22.57488 20.21529 0.49228
H 21.08789 20.81412 1.18436
H 22.60928 21.39508 1.79083
H 23.85430 18.24809 3.25724
H 23.98963 18.35434 1.55723
H 24.37254 19.79967 2.58845
H 22.73356 20.80807 3.99166
H 20.95844 20.66295 3.76597
H 22.97184 19.07076 5.27929
H 21.52635 19.70585 5.99031
H 19.87109 18.27552 5.18365
H 21.20059 17.44874 5.69445
H 22.90251 16.44920 3.89365
H 21.92922 15.73546 2.59604
H 21.41407 15.50923 4.22321
H 19.49209 16.07138 2.57631
H 18.81962 17.63441 3.32766
H 19.16948 16.16994 4.25824
H 20.46081 18.25149 0.61414
C 11.91833 15.07980 -0.70036
C 11.39095 16.19954 0.26577
C 12.35985 16.32063 1.48772
C 11.37560 17.55781 -0.64707
C 10.38494 18.58695 -0.17128
C 9.05722 17.89998 -0.15573
C 8.95928 16.72817 0.87466
C 8.80245 17.29337 2.29836
C 7.61705 16.00167 0.46007
N 10.08010 15.77587 0.78582
O 10.13132 14.75549 1.76928
H 12.84893 15.32595 -1.21173
H 12.11563 14.16003 -0.14972
H 11.16658 14.79332 -1.43583
H 13.40858 16.38558 1.19782
H 12.06496 17.11863 2.16914
H 12.34866 15.47046 2.16976
H 12.35749 18.02657 -0.58176
H 11.28216 17.27605 -1.69587
H 10.62596 18.90170 0.84407
H 10.48010 19.43142 -0.85386
H 8.78149 17.54119 -1.14736
H 8.38216 18.68014 0.19603
H 7.88107 17.86997 2.38010
H 9.54538 18.02580 2.61414
H 8.75473 16.42198 2.95143
H 7.54673 15.04956 0.98604
H 7.54878 15.78859 -0.60672
H 6.74176 16.60827 0.69245
H 9.76720 13.97691 1.34167
C 18.72068 18.37876 -4.60455
C 17.91583 17.80764 -3.46638
O 18.00151 18.72725 -2.41192
H 18.69260 17.66352 -5.42658
H 19.73465 18.65318 -4.31360
H 18.25230 19.29675 -4.95954
H 18.41076 16.86798 -3.22102
H 16.92193 17.52151 -3.81045
H 17.42487 19.47094 -2.60170
C 5.33361 9.13631 0.99110
C 5.61423 9.63646 2.38958
O 6.73326 10.41415 2.31030
H 6.06379 8.58553 0.39815
H 4.96628 9.94764 0.36268
H 4.46932 8.47216 0.99114
H 5.93885 8.76994 2.96566
H 4.71936 9.98527 2.90498
H 7.33349 10.21922 3.03371
C 11.41966 22.24524 5.74673
O 10.23916 21.51009 6.22588
H 12.21660 21.96030 6.43359
H 11.75845 21.69959 4.86607
H 11.32051 23.32411 5.62711
H 9.84783 21.99209 6.95810
C 11.12076 10.87904 5.51659
O 10.02341 9.93133 5.38833
H 11.34510 10.66789 6.56214
H 11.99430 10.61252 4.92162
H 10.69866 11.85759 5.28772
H 9.98005 9.34552 6.14764
C 2.98736 18.65183 -2.25636
O 1.63173 18.33615 -2.14826
H 3.51754 17.76319 -2.59890
H 2.92837 19.34813 -3.09289
H 3.46221 19.25232 -1.48045
H 1.27300 19.10604 -1.70084
C 11.59276 16.99749 7.11202
O 11.28553 18.08830 8.03604
H 12.39573 17.37538 6.47915
H 12.07463 16.25347 7.74632
H 10.77329 16.62625 6.49659
H 10.98575 18.80953 7.47787



E_LUMO (Eh)
-0.0003 -0.1056 0.0099